1.
Molecular formula: C17H18ClN3O2S
Method: DFT, ωB97M-V/def2-TZVPD

HOMO level	-0.3039	hartree
max |F|	1.0	eV Å⁻¹
E_tot	-1831.74658	a.u.
HOMO-LUMO gap	8.76	eV

Each line ends with the natural charge from an NBO analysis.
CARTESIAN COORDINATES (ANGSTROEM)
C 2.28610 -1.63995 -0.67076  -0.640
C 2.85255 -0.46896 0.06973  -0.015
C 3.45349 -0.66220 1.30642  -0.216
C 4.05496 0.38742 1.97926  -0.039
Cl 4.79079 0.10452 3.51649  0.013
C 4.09195 1.65589 1.42156  -0.226
C 3.48303 1.86446 0.20084  -0.208
C 2.83858 0.82503 -0.46745  0.122
N 2.24201 1.10926 -1.71045  -0.632
C 1.05990 0.65545 -2.21742  0.317
S 0.93525 0.48646 -3.86135  -0.252
N 0.03415 0.38704 -1.37253  -0.452
C -1.20367 -0.14579 -1.90007  -0.236
C -1.82564 -1.11945 -0.89286  -0.226
N -2.00896 -0.46936 0.38251  -0.431
C -3.19681 -0.06336 0.91149  0.634
O -3.25845 0.74897 1.81433  -0.597
C -4.41511 -0.73038 0.39126  0.157
C -4.70968 -2.05114 0.15950  -0.273
C -6.08407 -2.09725 -0.16019  -0.323
C -6.52276 -0.80848 -0.09558  0.112
O -5.52809 0.01506 0.24495  -0.364
C -0.78591 0.10131 0.90691  -0.225
C -0.16708 1.06565 -0.10556  -0.234
H 1.21574 -1.73705 -0.49402  0.220
H 2.43298 -1.52796 -1.74298  0.239
H 2.76903 -2.55746 -0.34436  0.223
H 3.47108 -1.65024 1.74009  0.226
H 4.58533 2.46429 1.93608  0.233
H 3.49568 2.84604 -0.24869  0.225
H 2.85304 1.49514 -2.41836  0.427
H -1.91048 0.67053 -2.10047  0.196
H -0.99180 -0.65781 -2.83992  0.257
H -1.16362 -1.98259 -0.75763  0.194
H -2.78227 -1.46599 -1.27928  0.236
H -4.03875 -2.88284 0.23352  0.230
H -6.66049 -2.96642 -0.40083  0.233
H -7.48580 -0.37140 -0.27085  0.208
H -0.08521 -0.70795 1.13546  0.195
H -1.03417 0.63544 1.82536  0.258
H -0.86037 1.90499 -0.25840  0.202
H 0.77240 1.45432 0.28067  0.234

Atomic forces in eV per Å
0.0 -0.1 0.0
0.0 0.2 -0.1
0.0 0.2 0.1
-0.1 0.0 -0.2
0.1 0.0 0.2
0.1 -0.1 0.1
-0.1 -0.2 -0.1
0.2 -0.1 0.5
0.1 0.3 0.0
-0.2 0.1 -0.2
0.1 0.0 -0.6
0.3 0.1 -0.1
-0.3 -0.6 -0.1
0.0 0.1 -0.5
0.1 -0.1 0.1
0.0 0.1 0.1
-0.2 0.2 0.0
0.1 -1.0 0.0
0.3 0.8 0.2
-0.3 0.5 0.0
-0.3 -0.8 -0.2
0.2 0.6 0.2
0.1 0.3 0.2
0.0 0.0 0.5
0.0 -0.1 0.0
0.0 0.0 -0.1
0.0 -0.1 0.0
0.0 -0.1 0.1
0.1 0.1 0.1
-0.1 0.1 0.0
-0.2 -0.2 0.0
0.1 0.0 0.0
-0.1 0.1 0.2
-0.1 0.0 -0.1
0.2 0.0 0.0
0.2 -0.1 0.0
-0.2 -0.1 0.0
-0.1 0.2 0.0
0.0 0.0 0.0
0.1 -0.1 -0.1
0.1 0.0 0.0
-0.2 0.0 0.0

***

2.
Molecular formula: C17H18ClN3O4S
Method: DFT, ωB97M-V/def2-TZVPD

HOMO level	-0.3307	hartree
max |F|	19.0	eV Å⁻¹
E_tot	-1981.49582	a.u.
HOMO-LUMO gap	8.10	eV

Each line ends with the natural charge from an NBO analysis.
CARTESIAN COORDINATES (ANGSTROEM)
O 1.83341 1.81253 0.45560  -0.613
C 2.01953 0.63231 0.67230  0.678
N 3.14402 0.17845 1.16976  -0.564
H 3.04836 -0.91990 1.42134  0.367
C 4.23986 0.65443 1.20040  -0.167
C 5.23698 0.23601 0.48339  -0.150
C 4.92073 -0.07586 -0.73635  -0.242
C 6.00718 -0.40132 -1.83640  0.129
N 7.20932 -0.60439 -1.38248  -0.445
C 7.57138 -0.41052 -0.03121  0.054
C 6.53035 0.30660 0.89715  -0.163
H 6.75553 0.40104 1.80263  0.187
H 8.57618 -0.72688 0.17293  0.209
H 5.87222 -0.55762 -2.72057  0.156
H 4.00861 0.19998 -1.42521  0.231
H 4.47935 0.75509 2.51947  0.112
H 4.00844 1.70850 1.15467  0.274
C 0.68599 -0.36670 0.59237  -0.136
C -0.45833 0.24292 0.72975  -0.047
C -1.67575 -0.65275 0.73616  -0.362
C -1.51228 -1.99103 0.04324  -0.124
C -0.30554 -2.34611 -0.01136  -0.197
C 0.89295 -1.49288 0.08328  -0.140
H 1.82255 -1.91365 -0.05752  0.217
H -0.05842 -3.26884 -0.79549  0.209
Cl -2.73793 -2.97307 -0.11362  0.157
S -3.28691 -0.29116 1.01808  2.189
O -3.12498 1.40764 1.44520  -0.969
O -4.02163 -1.08556 1.99289  -0.861
N -3.96507 -0.23579 -0.42471  -0.742
C -3.73112 1.06752 -1.38772  -0.183
H -2.75961 1.27615 -1.26053  0.217
C -4.72167 2.11383 -1.03676  -0.063
O -6.09954 1.47346 -1.19847  -0.558
C -6.35724 0.47611 -0.27376  -0.079
H -7.32377 0.45458 -0.38937  0.198
C -5.35568 -0.62634 -0.71805  -0.169
H -5.51099 -1.38655 0.47655  0.203
H -5.58385 -1.00528 -1.52520  0.169
H -6.29404 1.01233 0.85389  0.169
H -4.57022 2.80270 -1.62530  0.162
H -4.71635 2.53488 0.19450  0.232
H -3.91504 0.58787 -2.34990  0.209
H -0.77699 0.99724 1.18446  0.246

Atomic forces in eV per Å
0.2 0.1 -0.6
-4.4 1.2 0.4
-13.5 -13.4 0.0
0.3 3.2 -0.8
5.5 10.9 11.7
6.1 -1.1 -2.6
0.7 -1.1 -11.7
-0.4 2.2 15.4
2.2 -0.4 2.0
-5.4 2.9 -0.8
4.0 -5.3 -9.4
1.9 1.3 7.5
0.2 0.3 0.5
-2.2 -1.5 -10.1
0.9 -0.8 2.6
0.5 -0.4 -3.0
0.8 1.2 -0.7
7.1 7.4 1.0
-7.3 -7.4 -0.6
4.4 -1.8 -3.4
-2.3 6.9 4.6
9.8 -4.2 -6.0
-3.8 -7.5 -0.9
1.8 -0.9 -0.6
-0.8 1.7 2.7
-3.8 -3.4 -1.1
-1.9 10.1 3.9
-0.4 -6.9 -1.4
1.2 0.1 -1.4
-1.3 1.6 -3.9
-2.5 -3.7 2.2
3.5 1.3 0.3
-3.7 -7.1 9.3
2.4 3.8 -1.5
6.0 2.6 2.0
-5.4 -2.1 -0.6
0.6 1.3 16.5
0.0 1.1 -4.2
-1.6 -4.1 -8.2
0.7 -2.0 -2.4
0.5 7.5 -6.1
0.5 -1.5 -3.8
0.0 0.5 -0.1
-1.3 7.5 3.3

***

3.
Molecular formula: C17H18F5NO5TeZr
Method: DFT, ωB97M-V/def2-TZVPD

HOMO level	-0.6132	hartree
total charge	+2
max |F|	0.7	eV Å⁻¹
E_tot	-1903.62281	a.u.
HOMO-LUMO gap	8.85	eV

Each line ends with the natural charge from an NBO analysis.
CARTESIAN COORDINATES (ANGSTROEM)
Zr 0.14789 0.25408 0.37933  2.339
C -3.18860 3.21546 2.79098  -0.599
C -1.75104 2.72970 2.54818  -0.246
C -0.93892 2.79299 3.83668  -0.618
C -1.80688 1.34781 1.93158  -0.035
C -2.36259 1.16211 0.65179  -0.156
C -2.49447 -0.10474 0.07802  -0.292
C -2.10398 -1.26506 0.77106  0.065
C -2.33361 -2.63294 0.22240  -0.661
C -1.47483 -1.07540 2.01069  -0.247
C -1.34621 0.19361 2.58396  -0.205
H -3.16832 4.22693 3.19329  0.246
H -3.69232 2.57509 3.51663  0.225
H -3.78319 3.23076 1.87709  0.211
H -1.28762 3.38901 1.80563  0.223
H -1.41059 2.21343 4.63280  0.221
H -0.88941 3.82458 4.18042  0.252
H 0.08578 2.44201 3.70714  0.211
H -2.69716 2.02917 0.09555  0.255
H -2.94107 -0.19520 -0.90548  0.269
H -1.45020 -3.26013 0.33726  0.269
H -2.62279 -2.60502 -0.82674  0.239
H -3.14753 -3.09981 0.78208  0.276
H -1.07148 -1.93184 2.53799  0.283
H -0.85330 0.28177 3.54251  0.282
O 0.13172 3.68001 -2.32188  -0.576
C 0.11867 2.51085 -1.77598  0.847
O -0.02453 2.31481 -0.55874  -0.682
C 0.29395 1.34258 -2.66188  0.049
C 0.50231 1.34250 -4.02238  -0.138
C 0.70378 0.10597 -4.64502  -0.106
C 0.70866 -1.05427 -3.88928  -0.145
C 0.49616 -0.94943 -2.52034  0.139
N 0.27686 0.21782 -1.93550  -0.519
C 0.51834 -2.09424 -1.53425  0.756
O 0.60448 -3.23711 -1.84740  -0.463
O 0.42274 -1.62483 -0.28607  -0.831
H 0.04948 4.39956 -1.67046  0.539
H 0.51738 2.26852 -4.58044  0.272
H 0.87146 0.06280 -5.71286  0.268
H 0.88355 -2.03010 -4.32287  0.283
F 1.45055 2.14991 1.56084  -0.605
Te 2.83072 0.83496 1.81080  3.473
F 4.00144 2.11285 1.25951  -0.539
F 3.00956 1.27566 3.56626  -0.550
F 2.40336 0.60305 -0.10288  -0.612
F 4.16413 -0.39886 1.80068  -0.542
O 1.39594 -0.29275 1.95399  -1.125

Atomic forces in eV per Å
0.0 -0.6 -0.4
0.0 0.0 0.0
0.0 0.0 0.0
0.0 0.0 0.0
0.1 0.0 0.0
0.0 0.1 0.0
0.0 0.0 0.0
0.0 0.0 0.1
0.0 0.0 0.0
-0.1 -0.1 0.0
0.0 0.1 0.0
0.0 0.0 0.0
0.0 0.0 0.0
0.0 0.0 0.0
0.0 0.0 0.0
0.0 0.0 0.0
0.0 0.0 0.0
0.0 0.0 0.0
0.0 0.0 0.0
0.0 0.0 0.0
0.0 0.0 0.0
0.0 0.0 0.0
0.0 0.0 0.0
0.0 0.0 0.0
0.0 0.0 0.0
0.0 0.0 -0.1
0.0 0.0 0.1
0.0 0.0 0.0
0.0 0.0 0.0
0.0 0.0 0.0
0.0 0.0 0.0
0.0 0.0 0.0
0.0 0.0 0.0
0.1 0.0 0.0
0.0 0.0 -0.1
0.0 0.0 0.0
-0.1 0.3 0.2
0.0 0.0 0.0
0.0 0.0 0.0
0.0 0.0 0.0
0.0 0.0 0.0
0.1 0.0 0.1
0.0 0.2 0.0
-0.1 0.0 0.1
0.0 0.0 -0.1
-0.1 0.1 0.0
-0.1 0.0 -0.1
0.1 0.0 0.2

***

4.
Molecular formula: C17H18F6N2O7S2
Method: DFT, ωB97M-V/def2-TZVPD

HOMO level	-0.3603	hartree
max |F|	1.9	eV Å⁻¹
E_tot	-2690.34021	a.u.
HOMO-LUMO gap	8.40	eV

Each line ends with the natural charge from an NBO analysis.
CARTESIAN COORDINATES (ANGSTROEM)
C 1.56281 -1.06990 0.90824  -0.864
S 1.20346 0.29755 -0.22880  2.158
O 1.26678 -0.16079 -1.60488  -0.970
O 2.09239 1.40750 -0.01640  -0.920
C -0.51881 0.76277 0.14098  -0.300
C -1.46674 -0.06306 -0.37874  -0.162
C -2.87785 0.18518 -0.11936  0.014
C -3.94508 -0.78450 -0.67911  -0.528
C -5.14326 0.10745 -1.13298  0.434
O -5.05304 0.64271 -2.21020  -0.494
C -3.22940 1.27619 0.63274  -0.219
C -2.24692 2.15166 1.18509  0.163
N -2.40806 3.24388 1.95635  -0.607
S -0.93163 3.78898 2.31273  0.942
N 0.05089 2.74765 1.52572  -0.556
C -0.81806 1.91465 0.95419  0.075
H 0.63589 -1.65836 1.03081  0.242
H 1.75844 -0.60427 1.88524  0.258
H 2.37615 -1.70244 0.53426  0.265
H -1.19431 -0.92377 -1.00030  0.249
H -4.22727 -1.51720 0.09509  0.230
H -3.49424 -1.30605 -1.53568  0.247
H -6.00466 0.25135 -0.44080  0.127
H -4.28944 1.46522 0.82153  0.225
C 1.56864 -1.32824 -4.20111  -0.653
C 0.87462 -0.70059 -5.38893  -0.078
O 0.81002 -1.62000 -6.49998  -0.476
C -0.17058 -2.51246 -6.46018  0.691
O -0.98509 -2.61160 -5.58921  -0.545
C -0.13992 -3.38207 -7.72224  0.898
F 1.10112 -3.78754 -8.02519  -0.309
F -0.60530 -2.70567 -8.78493  -0.311
F -0.89085 -4.47655 -7.59099  -0.303
H 2.55502 -1.69997 -4.48839  0.205
H 1.68368 -0.60028 -3.39274  0.270
H 1.00338 -2.17938 -3.81947  0.211
H 1.44421 0.15941 -5.73772  0.196
H -0.12257 -0.34495 -5.12906  0.198
C 3.19688 2.81332 6.30464  -0.638
C 2.19335 2.59002 5.19290  -0.082
O 2.11359 1.19506 4.84567  -0.476
C 1.34357 0.44839 5.63235  0.688
O 0.73617 0.84234 6.58271  -0.532
C 1.30892 -0.99501 5.11890  0.899
F 2.52705 -1.44118 4.78308  -0.308
F 0.53430 -1.09763 4.02158  -0.320
F 0.81784 -1.83475 6.02662  -0.297
H 4.16819 2.39885 6.03047  0.217
H 3.31184 3.87788 6.50786  0.225
H 2.88349 2.31707 7.22336  0.223
H 2.51645 3.11440 4.29478  0.204
H 1.20846 2.97652 5.45630  0.198

Atomic forces in eV per Å
-1.0 0.4 0.3
1.0 0.6 -1.4
-1.0 -0.7 1.1
-0.3 -0.1 1.1
1.3 -0.4 0.0
-1.0 0.3 0.3
0.5 -0.1 0.2
0.1 0.9 0.5
1.3 -0.7 -0.8
-0.7 0.0 0.7
-0.4 -0.2 0.0
1.6 0.5 0.1
0.3 -0.4 -0.2
0.0 0.0 -0.1
-1.7 0.4 0.5
-0.8 -1.5 -0.9
0.4 0.2 -0.3
0.3 -0.2 -0.4
-0.1 0.5 0.0
0.0 0.4 0.2
0.1 0.3 -0.3
-0.5 0.2 0.1
0.2 0.0 -0.3
0.4 0.2 0.1
0.1 -0.1 -0.1
0.3 0.3 0.6
-0.2 -0.2 -0.4
0.2 0.8 0.6
-0.2 -0.4 -0.2
0.0 -0.7 -0.8
0.0 0.2 0.2
0.0 0.2 0.2
0.0 0.2 0.3
0.0 0.1 -0.1
0.0 -0.3 -0.5
-0.1 0.1 0.0
0.0 -0.2 -0.3
-0.1 -0.2 -0.1
0.0 -0.3 0.2
0.2 0.7 0.1
-0.2 -0.4 -0.2
0.2 1.0 0.0
-0.2 -0.4 0.1
0.1 -1.0 -0.1
0.0 0.3 0.0
0.0 0.3 0.0
0.0 0.3 0.1
0.0 0.1 -0.1
0.0 0.0 -0.1
-0.1 0.1 0.0
0.0 -0.3 -0.1
0.0 -0.2 0.1